Molecular formula: C16H32B2IO18S3
Method: DFT, the ωB97M-V functional and the def2-TZVPD basis

```
! RIJCOSX wB97M-V def2-TZVPD def2/J DEFGRID3
* xyz -1 1
C -2.2698 1.6978 2.7306
C -1.6885 2.9965 3.2559
C -1.3999 3.9594 2.1097
O -0.7118 3.3754 1.0501
C 0.6301 2.9634 1.3806
B 1.7029 3.4106 0.2363
C 1.3314 2.8858 -1.2743
C 0.0773 3.4722 -1.9352
C -1.0234 2.4544 -2.3397
C -1.1919 1.2819 -1.4362
O -2.0361 1.1931 -0.5703
O -0.3168 0.2537 -1.6582
C 3.2502 2.7561 0.5533
C 3.3985 2.1415 1.8793
O 3.3755 0.9590 2.1147
I 3.6861 3.4740 3.6025
B 1.9373 5.1117 0.3275
O 2.8542 5.7576 -0.5298
O 1.2893 5.9653 1.2516
H -2.7358 1.1372 3.5305
H -3.0498 1.9327 2.0174
H -1.5264 1.1138 2.2105
H -0.7711 2.8496 3.8127
H -2.4415 3.4745 3.8738
H -2.3656 4.2617 1.7083
H -0.9069 4.8699 2.4532
H 0.6031 1.8845 1.5705
H 0.9045 3.4516 2.3146
H 2.1805 3.1667 -1.8953
H 1.3316 1.7976 -1.2621
H 0.3817 3.9527 -2.8584
H -0.3945 4.2457 -1.3493
H -1.9772 2.9615 -2.3036
H -0.9031 2.1408 -3.3671
H -0.7892 -0.5660 -1.4973
H 3.4444 1.9726 -0.1686
H 4.0170 3.5123 0.4239
H 3.5291 6.2138 -0.0283
H 1.7631 6.0088 2.0828
C 0.8528 -4.4267 -0.9403
C -0.0819 -4.9042 -2.0320
O -1.3997 -4.7578 -1.4636
S -1.4044 -3.4939 -0.4753
O -1.8992 -2.3599 -1.1682
O -1.9472 -3.9022 0.7666
O 0.1683 -3.3184 -0.3454
H 1.0006 -5.1909 -0.1755
H 1.8163 -4.1045 -1.3165
H 0.0942 -5.9363 -2.3181
H -0.0225 -4.2647 -2.9149
C 4.9533 -2.0002 1.3442
C 5.5813 -1.8527 -0.0243
O 5.9881 -3.1905 -0.3736
S 4.9573 -4.2404 0.2475
O 4.0027 -4.5955 -0.7418
O 5.6829 -5.2239 0.9598
O 4.2425 -3.2479 1.2727
H 5.7088 -2.0784 2.1278
H 4.2655 -1.1928 1.5791
H 6.4413 -1.1908 -0.0237
H 4.8555 -1.5088 -0.7631
C -5.6310 -3.2960 -0.3826
C -5.0315 -3.8862 -1.6384
O -6.1499 -4.4665 -2.3312
S -7.4630 -3.5957 -2.0504
O -7.6729 -2.7051 -3.1315
O -8.4860 -4.4690 -1.6040
O -6.8950 -2.7610 -0.8114
H -5.8188 -4.0631 0.3710
H -5.0153 -2.5092 0.0440
H -4.2845 -4.6468 -1.4306
H -4.5976 -3.1115 -2.2730
*
```

The highest occupied orbital energy is -4.9 eV. The value obtained for the total energy is -95926.5078 eV. The value obtained for the HOMO-LUMO gap is 6.74 eV.